132
Properties=species:S:1:pos:R:3 method="wB97M-V/def2-TZVPD" e_tot_ev=-99765.0899 fmax_ha_per_bohr=0.0261 total_charge=+1 lumo_ev=-2.52 spin_multiplicity=1
C 4.0483 -1.4212 2.2018
C 3.2948 -1.5075 1.2781
C 2.3709 -1.6168 0.1318
C 2.9647 -0.5694 -0.8781
O 2.0824 0.3231 -1.4846
C 2.7447 1.0962 -2.4791
N 2.6857 -2.9788 -0.4827
C 4.1144 -3.3868 -0.5064
O 4.3898 -4.2004 0.6068
C 5.7245 -4.3769 0.8352
F 6.3537 -4.7901 -0.2755
F 5.8586 -5.2856 1.7777
F 6.3105 -3.2398 1.2283
C 1.8366 -4.0929 0.0039
C 0.3176 -3.9377 -0.2845
C 0.2012 -4.7780 -1.5823
C -0.9727 -5.0131 -2.5003
O -0.9938 -4.5667 -3.6188
O -1.8382 -5.9494 -2.1014
C -2.6273 -6.4827 -3.1614
C -3.9709 -5.8435 -3.3145
O -2.2119 -7.3853 -3.7993
N -0.2536 -4.5739 0.9170
C -0.3520 -5.7881 0.9979
O -0.5119 -6.9310 1.0465
C -0.1856 -2.3638 -0.1998
N -1.5170 -2.3675 0.3916
C -2.0809 -1.3862 1.3293
C -2.6464 -2.9981 -0.2365
C -3.8457 -2.1677 -0.6680
O -2.7758 -4.1939 -0.2551
P -0.1891 -1.4040 -1.8557
C -1.7113 -1.7072 -2.8242
O 1.0113 -2.1797 -2.7539
C 0.8773 -1.5105 0.6741
C 0.4864 -0.0220 0.8782
C 1.5391 0.9957 1.3344
C 0.8731 2.2024 2.0504
C -0.4254 2.6621 1.3941
C 1.8780 3.3709 1.9569
P 0.8488 -2.1661 2.4830
O 1.0642 -1.1131 3.5021
H 4.7227 -1.0899 2.9554
H 3.5222 -1.0852 -1.6798
H 3.7364 0.0116 -0.3688
H 2.8234 0.5146 -3.4029
H 3.7406 1.4048 -2.1592
H 2.1585 1.9929 -2.6407
H 2.4448 -2.8882 -1.4850
H 4.7941 -2.5509 -0.6391
H 4.2364 -3.9998 -1.4025
H 2.0527 -4.3294 1.0345
H 2.2041 -4.9677 -0.5313
H 0.5257 -5.7937 -1.3303
H 0.9987 -4.4715 -2.2515
H -3.9816 -4.8655 -2.8478
H -4.1717 -5.7587 -4.3770
H -4.7140 -6.5023 -2.8721
H -2.3620 -0.4430 0.8573
H -2.9900 -1.8093 1.7528
H -1.4830 -1.1456 2.1958
H -4.0685 -2.4615 -1.6887
H -4.6926 -2.4198 -0.0316
H -3.6396 -1.1017 -0.6843
H -2.3960 -0.9020 -2.5730
H -2.1956 -2.6680 -2.7552
H -1.4230 -1.5486 -3.8620
H 1.5165 -1.4885 -3.1993
H -0.2096 0.0255 1.7015
H -0.0538 0.3963 0.0363
H 2.2196 0.6018 2.0805
H 2.1322 1.4333 0.5357
H 0.7295 1.9625 3.1019
H -0.3669 2.6369 0.3051
H -1.2394 1.9876 1.6769
H -0.7335 3.6496 1.7314
H 2.9088 3.0183 1.9587
H 1.7003 3.8980 1.0191
H 1.7361 4.0868 2.7631
H -0.3786 -2.8054 2.6660
H 1.7702 -3.2183 2.6125
C -7.0647 -4.2175 1.6265
C -6.9837 -2.8185 2.2289
C -8.2816 -2.3572 2.9041
O -9.2930 -1.9509 2.0070
C -10.0931 -2.9925 1.4753
N -6.5439 -1.8793 1.1877
H -7.6417 -4.2294 0.7018
H -6.0654 -4.5848 1.3880
H -7.5217 -4.9209 2.3238
H -6.2129 -2.8419 3.0057
H -8.0540 -1.4719 3.5042
H -8.6614 -3.1216 3.5935
H -10.2526 -3.7886 2.2078
H -9.6543 -3.4132 0.5673
H -11.0580 -2.5614 1.2133
H -6.3980 -0.9654 1.6093
H -7.3297 -1.7338 0.5580
C 7.7150 5.4295 -3.6465
C 6.2405 5.7675 -3.4519
C 5.5378 4.8838 -2.4124
O 5.2129 3.5765 -2.8649
C 6.2752 2.6444 -2.7824
N 5.5732 5.7366 -4.7554
H 7.8510 4.5164 -4.2264
H 8.2129 6.2312 -4.1893
H 8.2231 5.3067 -2.6878
H 6.1865 6.7931 -3.0762
H 4.5797 5.3482 -2.1656
H 6.1159 4.8290 -1.4812
H 6.9144 2.8250 -1.9137
H 6.8784 2.6569 -3.6922
H 5.8378 1.6484 -2.6886
H 4.6161 6.0623 -4.6547
H 5.4789 4.7647 -5.0369
C -1.1903 9.1295 2.6345
C -0.1622 8.1045 3.1013
C -0.0596 6.8751 2.1880
O -1.1106 5.9365 2.3361
C -2.2871 6.2344 1.6059
N -0.4512 7.7440 4.4911
H -2.2106 8.8037 2.8366
H -1.0436 10.0716 3.1607
H -1.0977 9.3241 1.5641
H 0.8176 8.5911 3.0816
H 0.8511 6.3321 2.4557
H 0.0416 7.1690 1.1348
H -2.0567 6.7116 0.6493
H -2.9647 6.8699 2.1795
H -2.8000 5.2914 1.4129
H 0.2864 7.1417 4.8452
H -1.2788 7.1539 4.4949